The following is a quantum chemistry calculation of 10 unconnected molecules or ions with the total composition C21H40Cl18O3 in a non-equilibrium geometry, from OMol25.

```
82
Properties=species:S:1:pos:R:3:forces:R:3:mulliken_charge:R:1
Cl 2.308 2.858 1.706 0.19 0.75 -0.07 -0.05
Cl 0.618 -6.122 -0.218 1.06 -1.48 -0.23 -0.19
Cl -3.045 -0.735 -1.004 0.02 -0.20 1.59 -0.15
Cl 0.942 -4.818 -3.964 0.34 -0.70 1.16 -0.19
Cl 5.170 -0.366 4.793 0.35 0.42 -0.14 -0.20
Cl 1.770 2.804 -3.113 0.00 0.36 -0.11 -0.17
Cl -3.765 -2.511 -4.810 -0.31 0.30 0.57 -0.20
Cl -5.632 1.294 2.493 0.06 0.67 -0.16 -0.17
Cl -0.049 4.460 -0.852 -0.08 -0.06 1.09 -0.11
Cl 6.266 -0.177 1.345 -0.08 -0.39 0.60 -0.15
Cl -1.714 1.366 2.919 0.37 0.99 -0.31 -0.12
Cl -4.109 -1.676 4.627 -0.26 -0.05 0.44 -0.19
Cl 2.808 -2.441 5.411 0.13 -0.55 0.72 -0.19
Cl -1.827 -4.362 -1.391 0.06 -0.41 0.26 -0.15
Cl -0.024 -3.186 -7.726 -0.16 -0.24 0.01 -0.22
Cl -5.480 2.283 -0.841 -0.12 -0.25 0.13 -0.20
Cl 4.150 -1.916 -0.684 0.17 0.93 0.28 -0.17
Cl 2.166 2.795 4.796 -0.19 0.87 0.47 -0.15
O 0.816 -1.273 -0.667 1.02 -1.12 -0.20 0.02
O 0.142 0.608 -1.570 0.43 -0.98 -1.67 -0.16
O 0.689 -1.199 -2.898 0.06 1.47 1.49 -0.60
C 0.263 -4.379 -6.411 -0.15 0.39 0.02 -0.50
C 3.480 -0.040 4.377 -0.22 -0.68 0.05 0.03
C -4.220 2.530 0.417 -0.69 0.37 0.34 0.15
C 4.385 -0.102 -0.632 1.06 -0.27 0.03 0.18
C 0.902 -0.343 0.365 -0.22 0.38 1.58 0.96
C 1.556 4.246 2.613 0.43 -0.67 0.97 -0.60
C 0.086 0.785 -0.188 -0.31 1.92 1.18 1.67
C -4.822 2.728 1.821 0.81 0.84 -1.04 -0.45
C -2.961 -0.833 -2.749 -0.32 -0.49 -0.63 -0.04
C -0.966 -4.193 0.183 -0.10 1.75 -0.07 -0.20
C 2.806 -1.357 4.008 -0.77 0.22 0.62 -0.16
C 5.857 0.291 -0.317 -0.07 -0.08 0.04 -0.59
C -2.571 -0.155 3.097 -0.08 -0.85 0.21 -0.68
C 0.522 -4.406 0.036 -0.55 0.40 -0.35 -0.01
C 0.084 3.346 -3.303 -0.73 0.41 0.26 -0.03
C 0.619 -0.639 -1.824 -1.27 -1.18 -1.83 0.22
C -3.196 -0.173 4.532 1.26 -0.02 -2.34 -0.41
C -0.222 4.690 -2.577 0.58 -0.52 -1.02 -0.55
C 2.220 4.429 4.022 -0.47 -1.07 -1.29 -0.47
C -4.147 -1.774 -3.212 1.26 1.09 0.48 -0.43
C 0.379 -3.635 -5.107 0.15 0.41 -0.69 0.00
H -1.808 -0.904 2.884 -0.04 -0.29 0.76 0.48
H -2.923 0.233 -2.972 -0.60 -0.31 -1.02 0.38
H 0.937 -3.875 -0.821 -0.12 -0.10 0.00 0.05
H -3.268 -0.318 2.276 -0.42 0.54 0.32 0.26
H 0.479 5.486 -2.831 0.06 -0.24 -0.26 0.32
H -0.948 0.815 0.156 -0.05 -0.31 -0.12 -0.93
H 6.055 1.361 -0.262 -0.66 0.10 -0.60 0.34
H 1.916 -0.041 0.627 0.21 -0.16 -0.49 -0.85
H -0.165 3.373 -4.364 0.28 0.34 0.00 0.41
H -4.054 3.132 2.480 0.39 -0.92 0.24 0.25
H 1.137 -2.855 -5.185 -0.38 0.15 0.22 0.31
H 3.200 -1.993 3.215 0.13 0.77 -0.29 0.29
H 1.735 -1.170 3.930 0.05 0.15 -0.77 -0.06
H -2.334 -0.159 5.199 -0.50 -0.04 0.41 0.38
H 0.545 3.866 2.756 -0.05 0.50 0.03 0.17
H -0.521 2.540 -2.887 0.00 0.17 0.18 -0.15
H 1.095 -4.119 0.918 -0.23 -0.09 0.13 0.22
H -4.212 -2.534 -2.433 0.10 -0.30 -0.43 0.23
H 4.005 0.222 -1.601 0.34 0.27 0.09 0.33
H -0.606 -3.285 -4.801 0.30 0.32 0.09 -0.06
H 1.623 5.134 4.601 0.19 -0.11 0.06 0.37
H 3.792 0.331 0.173 -0.11 -0.28 -0.13 -0.30
H 3.002 0.352 5.275 0.07 -0.25 0.05 0.32
H -1.188 -3.146 0.389 0.10 0.00 0.49 -0.24
H -1.223 5.078 -2.767 -0.03 -0.40 -0.14 0.34
H -1.991 -1.256 -3.011 -0.16 -0.18 -0.04 -0.23
H 3.277 4.690 3.982 -0.25 0.18 -0.10 0.30
H 1.196 -4.895 -6.639 -0.32 -0.10 -0.06 0.34
H -5.101 -1.246 -3.213 0.14 0.01 -0.42 0.39
H 1.584 5.152 2.006 0.08 -0.20 -0.01 0.41
H 3.362 0.750 3.635 0.42 -0.37 -0.32 -0.04
H -3.811 0.726 4.578 -0.17 -0.36 0.49 0.29
H 6.655 -0.141 -0.920 -0.57 -0.20 -0.36 0.39
H -1.364 -4.844 0.962 -0.24 0.02 -0.37 0.54
H 0.511 -0.778 1.285 -0.31 -0.03 -0.12 -0.04
H -5.398 3.648 1.724 -1.23 -0.62 0.13 0.44
H -0.597 -5.036 -6.288 0.22 -0.21 -0.65 0.33
H -3.509 1.713 0.297 0.03 0.27 0.20 -0.33
H 0.509 1.772 0.002 0.04 -0.14 0.25 -0.29
H -3.851 3.518 0.143 0.69 -0.29 0.08 0.27
```
Forces are in eV/Å.

Values from the calculation:
- Kohn-Sham gap: 10.17 eV
- LUMO: -0.055 eV
- SMILES string: O=C1OCCO1.ClCCCl.ClCCCl.ClCCCl.ClCCCl.ClCCCl.ClCCCl.ClCCCl.ClCCCl.ClCCCl

***

The following is a quantum chemistry calculation of a molecular structure, C21H40Cl38IN2O7S2 in a non-equilibrium geometry, from OMol25.

```
111
Properties=species:S:1:pos:R:3:forces:R:3:mulliken_charge:R:1
I -1.791 -2.007 5.504 0.14 0.12 -0.42 0.03
Cl 5.506 8.987 -2.123 0.47 0.46 -0.01 -0.15
Cl 4.947 1.120 -6.020 0.02 0.03 -0.05 -0.17
Cl 2.478 5.696 -2.365 -0.03 0.22 0.04 -0.14
Cl 2.019 -5.211 -6.821 -0.01 -0.06 -0.07 -0.14
Cl 7.375 -4.065 1.637 0.09 -0.01 0.03 -0.15
Cl -3.623 -0.879 -3.412 0.03 0.14 -0.07 -0.09
Cl -4.718 3.977 13.522 0.07 0.03 0.02 -0.17
Cl 4.255 -3.528 -5.972 0.09 -0.01 -0.10 -0.08
Cl 3.361 2.479 -2.008 0.17 -0.06 -0.08 -0.06
Cl -8.051 -3.944 -2.170 -0.01 0.05 -0.04 -0.25
Cl -10.273 -7.175 -4.275 0.00 0.07 -0.04 -0.16
Cl -4.489 7.260 -0.118 0.05 -0.14 0.04 -0.12
Cl 7.998 0.715 -2.663 0.03 0.04 -0.09 -0.20
Cl 5.727 9.530 -4.985 0.00 0.07 -0.01 -0.14
Cl -5.779 -2.283 -1.380 -0.07 -0.10 0.08 0.00
Cl -5.851 2.014 11.676 -0.02 -0.02 0.00 -0.14
Cl -4.884 2.420 6.328 -0.05 -0.07 -0.03 -0.12
Cl -3.058 0.144 -6.094 0.03 0.08 -0.08 -0.21
Cl 8.042 -7.621 1.156 0.04 -0.11 -0.25 -0.14
Cl 8.508 -8.219 4.326 0.11 -0.14 0.32 -0.14
Cl 2.715 1.459 0.650 -0.03 0.04 0.01 -0.08
Cl 1.026 -3.217 2.483 0.01 -0.06 0.11 -0.19
Cl 1.869 -3.502 -3.409 -0.09 0.04 -0.10 -0.02
Cl -9.239 6.412 0.267 -0.04 0.00 0.06 -0.15
Cl 5.999 -0.671 -1.036 -0.03 0.08 -0.11 -0.10
Cl 2.908 -0.248 -4.443 0.33 -0.24 -0.06 0.02
Cl 0.331 1.712 -4.035 -0.10 0.11 0.05 -0.21
Cl -3.947 0.905 8.643 0.04 -0.08 0.06 -0.18
Cl 1.735 -2.299 -0.188 0.07 0.10 -0.10 0.06
Cl 5.148 -7.384 1.486 -0.02 -0.06 0.02 -0.11
Cl -7.415 8.683 0.040 -0.13 0.17 0.04 -0.15
Cl -0.955 0.733 -1.590 1.47 -1.04 -0.30 0.16
Cl 2.261 -5.691 -1.531 -0.01 -0.18 -0.09 -0.12
Cl 4.002 6.208 0.086 0.07 0.13 0.06 -0.16
Cl 5.091 -3.856 -0.172 -0.04 -0.13 0.02 -0.02
Cl 9.121 -5.934 6.038 0.06 0.03 -0.02 -0.16
Cl -10.454 -7.770 -1.420 -0.02 0.04 0.05 -0.16
Cl -1.606 6.949 -0.492 0.05 -0.08 -0.01 -0.16
S -2.309 0.787 2.898 2.48 2.20 -0.02 0.97
S -4.000 1.362 0.859 -0.26 -1.04 0.64 1.17
O -1.041 0.092 2.955 -0.68 -1.17 -0.69 -0.55
O -4.109 2.267 -0.557 -0.13 -0.60 1.48 -0.34
O -4.505 -1.123 5.367 -2.12 -0.38 1.71 -0.45
O -2.272 1.905 3.810 -1.32 -0.07 0.27 -0.68
O -4.421 0.035 0.483 0.22 -0.09 -0.53 -0.61
O -2.312 3.166 -1.127 0.38 -0.19 -0.80 -0.14
O -4.921 2.015 1.743 -0.02 0.71 -0.11 -0.62
N -2.913 2.196 -1.349 -0.57 1.82 0.48 0.16
N -2.460 1.376 1.351 -1.92 -0.61 -0.19 -0.29
C 6.338 0.099 -2.588 -0.20 -0.01 -0.03 0.31
C -3.127 6.131 -0.091 -0.05 -0.08 0.08 0.01
C 6.540 -8.469 1.549 -0.11 -0.11 -0.01 -0.17
C -3.690 -0.294 3.369 0.83 -0.70 -0.38 -0.42
C 0.444 0.594 -2.649 0.04 -0.33 0.32 -0.20
C 5.572 10.236 -3.374 0.00 0.14 -0.05 -0.27
C -6.373 -3.484 -2.521 0.35 0.14 -0.01 -0.37
C -3.196 0.538 -4.371 -0.01 0.05 0.17 0.26
C -5.317 1.252 7.578 -0.22 0.01 -0.09 -0.20
C 6.716 -4.501 0.054 -0.02 0.03 -0.22 -0.25
C 3.173 6.928 -1.302 -0.15 0.11 -0.25 0.26
C 2.059 -5.248 -3.230 0.02 -0.08 0.05 -0.43
C 9.630 -6.893 4.645 0.10 0.12 -0.11 -0.19
C -4.391 2.868 12.182 0.12 -0.05 -0.14 -0.22
C -8.528 7.802 1.093 -0.01 -0.02 0.12 -0.24
C 3.171 2.880 -0.295 -0.01 0.01 0.20 -0.44
C 3.275 0.539 -5.976 -0.20 0.01 -0.09 -0.41
C -10.402 -6.497 -2.647 0.01 0.13 0.06 0.33
C 3.703 -4.757 -7.115 0.13 0.00 -0.07 -0.37
C -3.546 -1.045 4.715 1.23 1.00 -1.56 -0.18
C 1.505 -1.832 1.503 -0.13 0.36 0.07 -0.16
H 6.430 10.873 -3.186 0.02 -0.13 0.00 0.29
H -6.328 -3.070 -3.523 -0.12 0.03 0.06 0.28
H 1.336 0.831 -2.080 -0.03 0.10 -0.10 0.08
H 3.787 -4.361 -8.122 -0.09 0.04 0.07 0.31
H -7.981 7.452 1.963 0.06 -0.06 -0.12 0.25
H -3.779 -1.058 2.573 -0.06 0.38 0.33 0.41
H 0.724 -1.077 1.561 -0.07 -0.12 0.00 0.04
H 2.395 3.633 -0.197 -0.04 -0.10 -0.08 0.27
H 6.394 -9.270 0.831 0.02 0.12 -0.05 0.30
H -3.308 5.346 -0.815 0.02 0.11 -0.02 0.05
H 1.177 -5.744 -3.623 -0.02 0.10 0.08 0.32
H 9.667 -6.250 3.771 -0.15 -0.02 0.04 0.18
H 3.130 -0.176 -6.780 0.11 -0.04 0.09 0.34
H -2.244 0.922 -4.023 0.00 -0.10 -0.06 -0.34
H -4.605 0.310 3.447 0.40 -0.22 -0.09 0.51
H 7.365 -4.098 -0.718 -0.03 0.13 0.11 0.35
H 6.622 -8.877 2.550 0.03 0.14 -0.01 0.15
H 4.326 -5.639 -7.010 -0.07 0.03 0.09 0.28
H 4.112 3.267 0.079 0.01 -0.11 -0.07 0.31
H 6.200 -0.631 -3.379 0.08 -0.01 0.07 0.11
H 2.438 -1.432 1.888 0.03 -0.15 -0.05 0.27
H 3.893 7.516 -1.868 -0.41 -0.49 0.17 -0.22
H -6.129 1.656 8.174 0.13 0.06 0.04 0.30
H -5.749 -4.370 -2.457 -0.12 -0.01 0.08 0.30
H 2.374 7.567 -0.939 -0.01 -0.14 0.08 0.30
H -9.324 8.473 1.399 0.02 -0.02 -0.12 0.28
H 4.659 10.820 -3.333 -0.01 -0.13 -0.01 0.25
H 2.605 1.384 -6.103 0.07 0.01 0.13 0.26
H 2.937 -5.560 -3.786 0.02 0.09 0.08 0.21
H -4.010 3.437 11.340 -0.11 0.01 0.03 0.25
H 6.676 -5.581 -0.022 -0.05 0.05 0.12 0.06
H 10.613 -7.307 4.845 -0.10 -0.05 0.07 0.31
H -9.538 -5.866 -2.462 -0.06 -0.25 -0.06 -0.23
H -5.628 0.327 7.100 0.18 0.02 -0.03 0.20
H 5.650 0.928 -2.725 0.08 0.00 0.09 -0.13
H -11.313 -5.912 -2.582 -0.02 -0.13 -0.03 0.28
H -3.044 5.702 0.902 0.03 0.09 -0.02 0.24
H -3.654 2.140 12.502 -0.10 0.01 0.06 0.27
H -3.968 1.290 -4.245 -0.05 -0.12 -0.07 0.28
H 0.506 -0.422 -3.028 -0.12 0.08 -0.09 0.23
```
Forces are in eV/Å.

Values from the calculation:
- Kohn-Sham gap: 7.88 eV
- Net charge: -1
- LUMO: 1.435 eV

***

The following is a quantum chemistry calculation of a molecular structure, C21H40Cl3LaN4O4Si in a non-equilibrium geometry, from OMol25.

```
74
Properties=species:S:1:pos:R:3:forces:R:3:mulliken_charge:R:1
La 0.097 0.661 0.592 -0.51 -1.41 -0.53 2.25
Cl -0.921 2.059 -4.076 0.00 0.42 -0.16 -0.29
Cl 1.016 1.955 -1.500 0.26 0.03 -0.11 -0.60
Cl -2.519 1.127 1.272 -0.31 0.11 0.27 -0.75
Si -0.493 4.043 -3.526 0.04 0.43 -0.44 0.60
O 0.454 2.898 1.787 -1.46 1.34 0.36 -0.96
O 2.387 -0.239 0.640 0.91 -0.83 0.04 -0.54
O -0.361 -1.508 -0.196 0.78 1.11 0.33 -0.73
O 0.593 -0.009 2.841 -0.41 -0.18 2.34 -0.42
N -1.108 -0.428 4.316 0.53 0.19 0.05 -0.36
N 2.839 -2.004 -0.733 0.31 0.13 0.49 0.42
N -0.246 4.879 2.672 0.10 0.14 0.02 0.16
N 1.032 0.024 5.077 -0.14 0.03 -0.24 -0.47
C 3.254 -3.394 -0.849 -0.08 -0.17 0.25 -0.82
C -1.596 -2.390 -2.793 0.01 0.02 -0.23 -1.54
C -2.150 -5.202 2.287 0.19 0.07 -0.03 -0.68
C -0.330 -5.182 -3.104 0.27 -0.25 -0.39 -1.52
C -1.082 -3.237 -1.674 0.65 -0.91 0.54 0.11
C -0.847 5.074 -5.072 -0.21 -0.20 0.05 -1.03
C 2.862 -1.373 0.451 -0.36 0.05 -0.82 0.04
C 1.334 4.406 -3.262 0.40 -0.32 0.26 -0.92
C 0.257 -4.948 2.368 -0.07 0.32 -0.23 -0.79
C -1.727 4.505 -2.169 0.11 -0.05 0.18 -0.67
C 0.935 4.977 3.519 -0.03 0.22 -0.11 -0.94
C -0.411 3.811 1.894 1.03 -1.11 -0.18 0.41
C -2.219 -4.199 1.324 0.30 -0.31 0.05 -0.66
C -0.909 -5.580 2.810 0.09 0.10 -0.07 -0.46
C 0.176 -0.119 4.025 0.11 -0.04 -0.99 0.53
C -0.508 -4.445 -1.816 -0.56 0.45 -0.02 0.25
C 2.332 -1.375 -1.949 -0.45 -0.06 -0.21 -1.22
C -1.057 -3.577 0.871 -0.24 0.34 -0.65 -0.41
C -1.204 -2.585 -0.302 -0.38 0.07 0.49 0.41
C 0.180 -3.927 1.413 -0.18 -0.14 0.04 0.46
C -1.105 6.056 2.568 -0.08 -0.18 0.00 -0.88
H -1.540 5.526 -1.793 -0.01 -0.32 -0.17 0.31
H -3.161 -3.913 0.856 0.11 -0.12 0.23 0.43
H 1.413 3.998 3.575 -0.08 0.22 -0.02 0.21
H 1.240 -5.252 2.730 -0.33 0.03 0.08 0.39
H 2.373 -0.284 -1.873 0.05 -0.33 0.03 0.23
H 1.864 3.655 -2.660 -0.27 0.56 -0.38 0.27
H -0.082 4.836 -5.829 -0.28 0.10 0.19 0.26
H 3.811 -3.538 -1.784 -0.04 0.07 0.33 0.33
H -1.616 -2.948 -3.732 -0.06 0.22 0.05 0.41
H 1.286 -1.678 -2.122 0.32 0.14 0.17 0.35
H -1.377 -0.512 5.284 -0.22 0.03 -0.28 0.18
H -0.186 -5.000 -0.931 -0.15 0.27 -0.17 0.45
H -0.843 -6.363 3.563 -0.06 0.11 -0.18 0.38
H 2.932 -1.733 -2.797 -0.03 0.21 0.26 0.40
H -2.747 4.484 -2.587 0.36 -0.03 0.11 0.30
H -2.615 -2.044 -2.571 0.20 -0.04 -0.04 0.37
H -0.807 6.157 -4.866 0.01 -0.33 -0.02 0.31
H 0.624 5.314 4.511 0.07 -0.06 -0.07 0.35
H 1.634 5.711 3.102 -0.01 -0.16 0.09 0.33
H -1.992 5.800 1.976 0.20 0.10 0.17 0.29
H -1.833 4.827 -5.484 0.16 0.15 -0.01 0.28
H 1.940 0.405 4.856 -0.17 -0.15 0.11 0.24
H 1.830 4.447 -4.240 -0.19 0.11 0.09 0.29
H -1.414 6.389 3.567 0.02 -0.14 -0.21 0.31
H -1.375 3.753 1.369 0.22 0.05 -0.01 0.19
H -0.969 -1.498 -2.919 -0.16 -0.10 0.02 0.21
H 0.671 0.119 6.015 0.21 0.04 -0.23 0.19
H 1.474 5.376 -2.766 -0.15 -0.05 -0.16 0.29
H -1.699 3.810 -1.312 0.04 0.21 -0.38 0.02
H 3.885 -3.646 0.013 -0.11 -0.05 -0.30 0.30
H 3.351 -1.951 1.263 -0.23 0.25 -0.28 0.31
H -1.055 -6.006 -3.210 0.16 0.25 0.05 0.26
H 2.382 -4.071 -0.859 0.23 0.29 -0.05 0.21
H -0.410 -4.538 -3.990 0.00 -0.22 0.26 0.40
H 1.075 -3.413 1.048 -0.32 -0.20 0.16 0.28
H -2.240 -2.196 -0.261 -0.10 -0.31 0.15 0.48
H -1.808 -0.313 3.592 0.07 -0.08 0.02 0.19
H -3.059 -5.706 2.605 0.15 0.07 0.05 0.40
H -0.579 6.889 2.078 -0.07 -0.28 0.09 0.31
H 0.666 -5.647 -3.125 -0.17 0.05 -0.09 0.32
```
Forces are in eV/Å.

Values from the calculation:
- Kohn-Sham gap: 7.97 eV
- LUMO: -0.053 eV

***

Question: The highest LUMO belongs to which entry?
Answer: C21H40Cl38IN2O7S2